[1]
Formula: C2H4N2S
Source: the Open Molecules 2025 dataset
Level of theory: ωB97M-V/def2-TZVPD

Its LUMO energy is 0.395 eV. As for the SMILES: [H]/N=C/C(N)=S. As for the highest occupied orbital energy: -0.3047 Eh. The calculation puts the energy relative to the best compared isomer or geometry (same formula, charge and spin) at 125.04 kJ/mol. For the frontier orbital gap, the calculation gives 8.69 eV.

Each line ends with the natural charge from an NBO analysis.
Atoms and positions in Å:
C -0.36312 1.05499 0.02552  0.13
C 0.94042 -0.25504 0.02463  0.06
N -1.47020 0.49610 0.10549  -0.67
N 0.37603 -1.46724 0.07265  -0.81
S 2.46218 0.30029 -0.17618  -0.12
H -0.08948 2.16325 0.06714  0.20
H -2.24749 1.13646 0.24202  0.36
H -0.60683 -1.23673 -0.10969  0.44
H 0.99848 -2.19209 -0.25158  0.42


[2]
Formula: CCrF4O3P
Source: the Open Molecules 2025 dataset
Level of theory: ωB97M-V/def2-TZVPD

As for the charge: +1. Its LUMO energy (alpha / beta) is -7.440 / -6.984 eV. As for the expectation value of S²: 6.02. The multiplicity is 5. As for the highest occupied orbital energy (alpha / beta): -0.5754 / -0.5758 Eh. The calculation puts the energy relative to the best compared isomer or geometry (same formula, charge and spin) at 62.22 kJ/mol. For the frontier orbital gap (alpha / beta), the calculation gives 8.22 / 8.68 eV.

Each line ends with the natural charge from an NBO analysis.
Atoms and positions in Å:
C -2.23604 -0.66115 0.13995  0.99
O -0.31717 0.89465 -0.30156  -1.12
O -1.40317 -1.51656 0.30858  -0.54
O -3.35149 -0.32935 0.09361  -0.46
Cr 0.38447 2.63460 -0.81744  1.63
P 1.03180 0.13527 0.00814  2.63
F 1.85529 1.37956 -1.02859  -0.62
F 1.76167 0.98984 1.16896  -0.53
F 1.11435 -1.09969 1.01290  -0.49
F 1.42511 -0.82184 -1.18286  -0.50


[3]
Formula: H2N4O6S3
Source: the Open Molecules 2025 dataset
Level of theory: ωB97M-V/def2-TZVPD

Its LUMO energy is -0.099 eV. As for the highest occupied orbital energy: -0.3498 Eh. The calculation puts the energy relative to the best compared isomer or geometry (same formula, charge and spin) at 18.57 kJ/mol. For the frontier orbital gap, the calculation gives 9.42 eV.

Each line ends with the natural charge from an NBO analysis.
Atoms and positions in Å:
N 0.80504 -1.49296 -1.05541  0.53
N 0.89291 1.97754 0.98808  0.65
N -0.03722 -2.35308 -0.71976  -0.42
N -0.40614 1.73336 0.40624  -0.72
O 1.95080 -1.67049 -1.35045  -0.39
O 0.37322 -0.11737 -0.92868  -0.54
O 1.12209 3.09076 1.28784  -0.34
O 1.62198 1.02046 1.03852  -0.35
O -0.49038 -0.70539 1.33123  -0.87
O -2.06665 -0.04155 -0.29992  -0.87
S 0.37380 -3.96845 -0.95052  0.24
S -1.65373 2.92477 0.44306  0.26
S -0.80317 0.07276 0.23927  2.50
H -0.82417 -4.41712 -0.24762  0.16
H -0.85839 3.94677 -0.18188  0.16


[4]
Formula: C4H8O
Source: the Open Molecules 2025 dataset
Level of theory: ωB97M-V/def2-TZVPD

Its LUMO energy is 1.073 eV. As for the SMILES: C[C@@H]1O[C@@H]1C. As for the highest occupied orbital energy: -0.3552 Eh. The calculation puts the energy relative to the best compared isomer or geometry (same formula, charge and spin) at 175.52 kJ/mol. For the frontier orbital gap, the calculation gives 10.74 eV.

Each line ends with the natural charge from an NBO analysis.
Atoms and positions in Å:
C -1.29884 1.00476 0.91994  -0.63
C 0.55362 -0.18344 -0.64227  0.05
C 0.70514 -1.67418 -0.55719  -0.63
C -0.02232 0.90010 0.15379  0.08
O 1.21613 0.36434 0.55110  -0.50
H -1.66712 0.07264 1.34623  0.22
H -1.22172 1.77000 1.69763  0.22
H -2.01793 1.36431 0.17273  0.22
H 0.78268 0.18359 -1.65272  0.17
H 1.78403 -1.78530 -0.74274  0.22
H 0.18648 -2.26196 -1.31823  0.21
H 0.51168 -2.03948 0.45109  0.22
H 0.20301 1.84587 -0.34382  0.16


[5]
Formula: C6H17N2O
Source: the Open Molecules 2025 dataset
Level of theory: ωB97M-V/def2-TZVPD

As for the charge: +1. Its LUMO energy is -2.429 eV. As for the highest occupied orbital energy: -0.4870 Eh. The calculation puts the energy relative to the best compared isomer or geometry (same formula, charge and spin) at 0.00 kJ/mol. For the frontier orbital gap, the calculation gives 10.82 eV.

Each line ends with the natural charge from an NBO analysis.
Atoms and positions in Å:
O -0.18250 -0.85929 0.23672  -0.72
C 0.34770 -1.80866 0.80616  0.71
N -0.29646 -2.99908 0.95758  -0.59
C 1.74481 -1.75430 1.38706  -0.72
C -1.64059 -3.18862 0.44807  -0.42
H 0.17926 -3.76669 1.43820  0.41
H 2.40029 -2.50306 0.91135  0.25
H 2.16844 -0.75169 1.20839  0.23
H 1.72865 -1.94079 2.47406  0.25
H -1.97012 -4.21623 0.67618  0.23
H -1.67269 -3.04329 -0.64484  0.21
H -2.34433 -2.48105 0.91788  0.21
C -1.15290 2.40981 0.04253  -0.42
C -0.23441 1.62431 -2.09834  -0.42
C 1.27715 2.41913 -0.32990  -0.43
N -0.00996 1.73492 -0.63107  -0.38
H -2.09463 1.87081 -0.15549  0.24
H -1.25117 3.44083 -0.33687  0.23
H -0.99317 2.45000 1.13316  0.24
H -0.30596 2.63248 -2.54002  0.23
H 0.59998 1.08749 -2.58025  0.24
H -1.17079 1.08072 -2.30887  0.24
H 1.24957 3.45043 -0.72012  0.23
H 1.45109 2.45936 0.75855  0.24
H 2.12038 1.88697 -0.80149  0.24
H 0.05237 0.76549 -0.24863  0.49


[6]
Formula: C6H13F3NO2SSi
Source: the Open Molecules 2025 dataset
Level of theory: ωB97M-V/def2-TZVPD

As for the charge: -1. Its LUMO energy (alpha / beta) is 2.202 / 2.786 eV. As for the highest occupied orbital energy (alpha / beta): -0.1782 / -0.1736 Eh. The calculation puts the energy relative to the best compared isomer or geometry (same formula, charge and spin) at 112.48 kJ/mol. For the frontier orbital gap (alpha / beta), the calculation gives 7.05 / 7.51 eV.

Each line ends with the natural charge from an NBO analysis.
Atoms and positions in Å:
C -0.24440 -1.70845 1.71434  -1.10
C -2.54174 -0.80580 0.44308  -1.11
C -1.44959 0.59250 2.77989  -1.09
C 1.19215 0.75110 -4.39833  -0.54
C 0.32249 1.06607 -3.15514  -0.60
C 1.55243 1.93085 -5.22664  0.99
N -0.06135 1.09310 0.16502  -1.06
O -1.17622 -0.93042 -2.23127  -0.97
O 1.29958 -1.31206 -2.13271  -0.96
F 0.55793 2.93639 -5.26020  -0.35
F 2.66230 2.57374 -4.77025  -0.33
F 1.84554 1.65267 -6.54888  -0.34
Si -0.88977 -0.01455 1.05179  1.67
S 0.15454 -0.39793 -1.91515  1.86
H -0.21991 -2.34571 0.87425  0.22
H 0.67765 -1.73270 2.24376  0.21
H -0.95492 -2.19850 2.27447  0.21
H -2.24178 -1.57397 -0.26479  0.24
H -3.04504 -1.36136 1.28560  0.21
H -3.11224 -0.20456 -0.16438  0.22
H -0.63633 1.28185 3.29910  0.21
H -2.42074 1.06437 2.85592  0.21
H -1.43697 -0.37604 3.45764  0.22
H 0.60535 -0.02544 -5.00822  0.24
H 2.08430 0.20120 -4.15862  0.27
H 0.87118 1.81133 -2.44232  0.25
H -0.72723 1.30642 -3.30964  0.25